Record 1
Below is C53H63BrCl3OP2SiTc as an isolated structure at a distorted geometry, with properties calculated with ωB97M-V/def2-TZVPD.

LUMO energy (spin up / spin down) = -3.68 / -4.23 eV
spin multiplicity = 4
M = 1090.4 g/mol
F_max = 0.0243 Eh/bohr
HOMO level (spin up / spin down) = -10.3 / -10.4 eV
net charge = +1
calculated total energy = -194290.881 eV
HOMO-LUMO gap (spin up / spin down) = 6.59 / 6.14 eV

Last column: Mulliken charge in e.
CARTESIAN COORDINATES (ANGSTROEM)
Tc 0.56 0.53 -0.44  -2.0730
C -1.02 2.56 2.08  -1.5004
Si -1.28 0.86 1.24  2.2925
C -1.55 -0.34 2.69  0.6901
C -1.46 0.11 4.01  -0.4708
C -1.53 -0.78 5.08  -1.0295
C -1.71 -2.13 4.84  -1.3320
C -1.86 -2.59 3.53  -0.9957
C -1.77 -1.70 2.46  0.7149
P -2.17 -2.11 0.72  -0.0926
C -4.02 -2.29 0.95  0.1331
C -4.79 -2.01 -0.35  1.5923
C -6.25 -2.50 -0.27  -1.1904
C -6.77 -2.37 1.16  -0.6282
C -5.98 -3.32 2.09  -1.1423
C -4.56 -3.58 1.57  -0.5914
C -1.44 -3.77 0.25  2.4296
C -1.25 -4.90 1.26  -0.8566
C -0.44 -6.02 0.59  -0.6968
C -1.11 -6.53 -0.68  -0.9482
C -1.33 -5.39 -1.66  -0.7296
C -2.16 -4.28 -1.00  -0.0647
C -2.91 1.20 0.32  0.6785
C -4.11 1.20 1.04  -0.4556
C -5.31 1.56 0.44  -0.6687
C -5.31 1.95 -0.89  -1.7413
C -4.13 1.96 -1.61  -0.0966
C -2.93 1.58 -1.02  -0.7902
P -1.37 1.41 -1.96  0.6462
C -1.81 0.29 -3.38  1.0913
C -2.73 0.86 -4.50  -0.8751
C -4.00 0.04 -4.71  -0.8551
C -3.66 -1.43 -4.99  -1.0423
C -2.67 -1.99 -3.95  -1.0394
C -2.42 -1.00 -2.82  1.0784
C -0.66 2.99 -2.69  1.2854
C -0.34 3.97 -1.55  -0.4696
C -1.58 4.78 -1.15  -0.0769
C -2.13 5.56 -2.34  -1.4509
C -2.47 4.62 -3.50  -0.0172
C -1.26 3.76 -3.87  -1.6801
H -1.92 2.80 2.66  0.4540
H -0.17 2.58 2.77  0.3677
H -0.89 3.36 1.35  0.1129
H -1.32 1.16 4.22  0.4693
H -1.43 -0.41 6.09  0.4420
H -1.76 -2.83 5.66  0.4636
H -2.04 -3.64 3.37  0.5292
H -4.23 -1.48 1.65  0.9170
H -4.78 -0.93 -0.53  -0.8507
H -4.30 -2.49 -1.20  -0.4716
H -6.87 -1.94 -0.96  0.5393
H -6.31 -3.55 -0.57  0.3840
H -6.65 -1.33 1.49  0.1773
H -7.83 -2.60 1.20  0.5092
H -5.93 -2.88 3.09  0.3593
H -6.51 -4.27 2.18  0.4696
H -3.94 -3.93 2.40  -0.0165
H -4.58 -4.37 0.82  0.2899
H -0.43 -3.47 -0.06  -1.0989
H -0.70 -4.55 2.13  0.2430
H -2.22 -5.30 1.58  0.2436
H 0.56 -5.64 0.35  0.1979
H -0.31 -6.84 1.30  0.4789
H -0.49 -7.31 -1.14  0.4567
H -2.07 -6.99 -0.43  0.3524
H -0.37 -4.98 -1.98  0.2433
H -1.85 -5.75 -2.56  0.4733
H -2.31 -3.46 -1.71  -1.0029
H -3.14 -4.69 -0.73  0.2808
H -4.10 0.92 2.09  0.4000
H -6.22 1.56 1.02  0.4877
H -6.24 2.24 -1.37  0.4293
H -4.17 2.27 -2.65  0.7427
H -0.84 0.04 -3.82  1.2718
H -3.02 1.89 -4.30  0.0431
H -2.17 0.87 -5.44  0.3034
H -4.64 0.11 -3.83  0.0854
H -4.55 0.45 -5.55  0.5459
H -4.59 -2.01 -4.99  0.4440
H -3.24 -1.50 -5.99  0.3782
H -3.06 -2.93 -3.53  0.2659
H -1.72 -2.24 -4.42  0.4819
H -3.35 -0.76 -2.32  -0.5365
H -1.76 -1.43 -2.06  -1.0352
H 0.28 2.56 -3.06  0.0590
H 0.05 3.45 -0.68  -0.6638
H 0.43 4.66 -1.90  0.8056
H -2.35 4.11 -0.76  -0.0311
H -1.32 5.48 -0.35  0.6272
H -3.01 6.12 -2.05  0.5230
H -1.37 6.28 -2.68  0.3980
H -3.31 4.00 -3.22  -0.0756
H -2.77 5.21 -4.38  0.4771
H -1.47 3.10 -4.71  0.4107
H -0.46 4.43 -4.20  0.5342
Br 0.91 -1.52 -2.07  -0.0323
C 2.15 -2.39 -0.89  1.1963
C 2.93 -3.39 -1.38  -0.5411
C 3.75 -4.11 -0.49  -0.8302
C 3.71 -3.83 0.84  -0.9332
C 2.90 -2.78 1.35  1.0924
C 2.85 -2.51 2.74  -1.1319
C 2.15 -1.44 3.20  -1.1825
C 1.48 -0.60 2.30  0.4800
C 1.41 -0.84 0.94  -0.1485
C 2.13 -1.98 0.46  0.3560
H 2.90 -3.65 -2.43  0.5259
H 4.39 -4.89 -0.88  0.4268
H 4.31 -4.40 1.54  0.4372
H 3.39 -3.16 3.42  0.4362
H 2.11 -1.22 4.26  0.5063
H 1.00 0.28 2.71  0.2641
Cl 6.39 4.72 -0.78  -0.2037
C 4.99 3.78 -1.13  0.3204
C 4.16 3.36 -0.10  -1.0819
C 3.06 2.60 -0.43  0.8494
Cl 1.91 2.09 0.77  -0.2596
C 2.74 2.18 -1.73  -0.3267
O 1.73 1.39 -1.96  0.1497
C 3.58 2.68 -2.74  0.1106
Cl 3.17 2.29 -4.38  -0.2045
C 4.69 3.45 -2.45  -0.6870
H 4.38 3.63 0.92  0.5192
H 5.32 3.80 -3.25  0.4757



Record 2
Below is C18H31BrGeIO3Pt as an isolated structure, with properties calculated with ωB97M-V/def2-TZVPD.

LUMO energy (spin up / spin down) = -8.16 / -8.98 eV
spin multiplicity = 2
M = 769.9 g/mol
F_max = 0.0049 Eh/bohr
HOMO level (spin up / spin down) = -15.7 / -15.7 eV
energy relative to the best compared isomer or geometry (same formula, charge and spin) = 1.7 kcal/mol
net charge = +2
calculated total energy = -163201.534 eV
HOMO-LUMO gap (spin up / spin down) = 7.56 / 6.69 eV

Last column: Mulliken charge in e.
CARTESIAN COORDINATES (ANGSTROEM)
Pt -0.68 -0.47 0.25  3.9929
C -0.09 0.75 -3.48  -1.3713
C 1.02 0.56 -2.46  1.2606
C 2.13 1.58 -2.64  -1.9614
C 1.57 -0.85 -2.49  -1.2480
O 0.42 0.84 -1.15  -0.8105
Ge 1.21 1.70 0.40  0.1156
O -0.62 1.46 0.98  -0.3680
C -1.62 2.49 1.35  1.5137
C -0.90 3.82 1.24  -2.1065
C -2.07 2.21 2.77  -1.6054
C -2.78 2.43 0.37  -1.7069
O 1.14 -0.26 1.04  -0.8408
C 1.52 -0.75 2.39  1.2314
C 2.15 -2.11 2.20  -1.3044
C 2.53 0.26 2.92  -1.9878
C 0.29 -0.81 3.28  -1.4362
H 0.29 0.56 -4.49  0.4399
H -0.91 0.05 -3.30  0.2301
H -0.47 1.77 -3.45  0.3685
H 2.54 1.49 -3.65  0.5055
H 1.76 2.60 -2.54  0.4177
H 2.95 1.41 -1.94  0.4763
H 2.14 -1.01 -3.40  0.5076
H 2.23 -1.04 -1.64  0.2031
H 0.76 -1.59 -2.49  0.1459
H -0.04 3.87 1.91  0.4902
H -0.57 4.02 0.22  0.4813
H -1.58 4.63 1.53  0.5231
H -1.24 2.29 3.46  0.3656
H -2.83 2.93 3.07  0.4917
H -2.51 1.21 2.85  0.3514
H -2.44 2.46 -0.66  0.3249
H -3.40 1.54 0.55  0.2680
H -3.44 3.28 0.53  0.5236
H 2.95 -2.08 1.46  0.3475
H 2.56 -2.47 3.14  0.4580
H 1.40 -2.85 1.89  0.1701
H 3.37 0.37 2.23  0.4278
H 2.07 1.23 3.11  0.4460
H 2.93 -0.10 3.87  0.5048
H -0.46 -1.51 2.89  0.3167
H 0.57 -1.17 4.26  0.5218
H -0.17 0.17 3.39  0.1319
Br -2.87 -0.55 -0.89  -0.0348
C -2.76 -2.12 -2.00  0.7536
C -3.68 -2.20 -3.03  -0.6186
C -3.67 -3.33 -3.84  -0.6454
C -2.74 -4.34 -3.62  -0.6576
C -1.82 -4.25 -2.59  -0.5679
C -1.84 -3.12 -1.78  0.0517
I -0.46 -3.01 -0.20  0.1983
H -4.39 -1.41 -3.20  0.4520
H -4.38 -3.41 -4.65  0.4167
H -2.73 -5.22 -4.26  0.4152
H -1.09 -5.03 -2.43  0.4309



Record 3
Below is a 9-piece molecular cluster, C39H94FN4O8S2 overall at a distorted geometry, with properties calculated with ωB97M-V/def2-TZVPD.

LUMO energy = -3.91 eV
spin multiplicity = 1
M = 830.3 g/mol
F_max = 0.0941 Eh/bohr
HOMO level = -10.1 eV
net charge = +1
calculated total energy = -88682.901 eV
HOMO-LUMO gap = 6.15 eV

Last column: Mulliken charge in e.
CARTESIAN COORDINATES (ANGSTROEM)
C -1.47 -2.22 0.18  -0.5674
C -0.52 -1.83 -0.90  0.1882
C -1.13 -0.82 -1.86  -0.3775
C -0.47 0.52 -1.83  -1.7884
C -0.63 1.19 -0.48  1.1361
C 0.65 1.40 0.28  -0.3908
C 0.53 2.59 1.19  -1.3847
C -0.70 2.29 1.96  -0.5407
N -1.06 3.10 3.13  0.2941
C -1.29 4.55 2.88  -1.7203
C -2.39 4.82 1.90  1.2414
C -2.32 6.15 1.23  -2.1461
C -1.12 6.38 0.38  -0.2290
C -1.09 5.69 -0.92  0.1875
C -0.09 6.34 -1.79  -1.3034
C 1.18 6.51 -1.05  0.4708
C 2.33 6.99 -1.83  -1.7524
C -2.04 2.55 3.88  0.3490
S -2.41 3.03 5.33  -0.2650
S -2.92 1.09 3.25  -0.2657
C -4.16 1.74 2.11  -0.9511
C -3.84 1.48 0.66  -0.4285
C -3.47 0.05 0.37  -0.1657
C -4.48 -0.63 -0.46  1.2518
F -4.76 0.06 -1.58  -0.4545
C -5.74 -0.99 0.29  -1.1077
N -6.18 -2.22 -0.41  -0.3468
C -4.96 -2.81 -0.63  0.2262
N -4.77 -4.14 -0.54  -0.3012
N -4.06 -1.99 -0.91  -0.1286
H -1.63 -1.43 0.88  -0.0138
H -1.10 -3.04 0.74  0.6939
H -2.41 -2.52 -0.24  0.9100
H 0.33 -1.39 -0.44  -0.3884
H -0.27 -2.70 -1.45  0.5603
H -1.14 -1.20 -2.85  0.5703
H -2.15 -0.67 -1.57  0.1231
H -0.99 1.11 -2.54  0.5337
H 0.56 0.44 -2.11  0.4393
H -1.24 0.57 0.12  -0.0758
H -1.16 2.10 -0.58  0.1501
H 0.80 0.56 0.91  -0.2234
H 1.51 1.44 -0.36  0.7721
H 0.43 3.45 0.59  -0.4669
H 1.34 2.70 1.88  0.6952
H -1.53 2.22 1.30  -0.2068
H -0.54 1.31 2.32  0.7738
H -0.37 5.00 2.61  0.5449
H -1.56 4.96 3.81  0.5128
H -3.32 4.82 2.42  0.5479
H -2.44 4.08 1.13  -0.3695
H -2.38 6.94 1.94  0.4164
H -3.18 6.26 0.60  0.4854
H -0.96 7.42 0.24  0.6090
H -0.26 6.04 0.89  0.2824
H -0.78 4.68 -0.76  -0.4821
H -2.04 5.67 -1.41  0.5251
H 0.04 5.82 -2.71  0.4880
H -0.48 7.30 -2.07  0.3872
H 1.00 7.21 -0.28  0.2836
H 1.44 5.56 -0.62  -0.0145
H 2.48 6.45 -2.74  0.4068
H 3.19 6.95 -1.21  0.3683
H 2.18 8.01 -2.08  0.3890
H -4.21 2.79 2.24  0.4471
H -5.07 1.27 2.38  0.6671
H -4.69 1.76 0.09  1.0622
H -3.06 2.09 0.31  -0.4855
H -3.31 -0.52 1.25  1.3275
H -2.56 0.00 -0.18  -1.9202
H -5.39 -1.30 1.24  0.4793
H -6.43 -0.19 0.34  0.4377
H -6.45 -1.94 -1.36  0.3979
H -4.46 -4.68 -1.32  0.2529
H -4.93 -4.61 0.33  0.2267
H -3.12 -2.20 -0.58  -0.9739
C -9.54 -3.09 1.04  -0.6096
C -9.26 -3.11 2.53  -0.2704
O -8.23 -4.05 2.85  -0.4654
H -9.85 -4.08 0.70  0.2875
H -10.34 -2.38 0.80  0.3486
H -8.65 -2.81 0.48  -0.0451
H -10.14 -3.40 3.09  0.3514
H -8.95 -2.12 2.87  0.2375
H -7.44 -3.79 2.37  0.2264
C 4.08 -1.50 3.25  -1.1316
C 2.69 -1.11 2.77  -0.0563
O 2.20 -1.99 1.75  -0.3950
H 4.78 -1.48 2.42  0.2175
H 4.43 -0.82 4.03  0.3600
H 4.07 -2.52 3.66  0.3552
H 2.71 -0.11 2.35  0.1209
H 1.98 -1.12 3.60  0.3743
H 2.16 -2.87 2.13  0.2288
C -8.85 -7.92 4.44  -0.8840
C -10.29 -7.43 4.49  -0.2185
O -10.46 -6.40 5.45  -0.5189
H -8.54 -8.30 5.42  0.2846
H -8.73 -8.72 3.71  0.3146
H -8.18 -7.10 4.18  0.2097
H -10.96 -8.24 4.77  0.3010
H -10.59 -7.06 3.50  0.2204
H -9.87 -5.67 5.21  0.2926
C 4.80 -2.49 -1.82  -0.9166
C 3.96 -1.35 -1.28  0.0528
O 4.78 -0.46 -0.54  -0.5170
H 5.28 -3.03 -1.00  0.2796
H 4.19 -3.20 -2.39  0.3783
H 5.59 -2.11 -2.47  0.1412
H 3.19 -1.73 -0.62  0.1263
H 3.48 -0.81 -2.10  0.1585
H 5.46 -0.16 -1.16  0.2375
C 6.09 -2.99 -6.39  -0.9642
C 5.25 -1.85 -5.84  -0.2744
O 6.06 -0.95 -5.08  -0.4821
H 6.57 -3.53 -5.58  0.2046
H 5.48 -3.69 -6.96  0.3226
H 6.88 -2.61 -7.04  0.3620
H 4.48 -2.23 -5.17  0.2275
H 4.77 -1.30 -6.65  0.3059
H 6.74 -0.60 -5.67  0.2931
C 5.30 7.06 2.81  -1.2100
C 4.18 7.01 1.80  0.0506
O 4.48 6.18 0.67  -0.4816
H 6.21 7.43 2.35  0.3064
H 5.04 7.72 3.65  0.3479
H 5.51 6.07 3.20  0.3371
H 3.98 8.01 1.40  0.3121
H 3.26 6.65 2.28  0.0899
H 4.64 5.29 0.99  0.2706
C 9.84 -0.52 -1.02  -1.1936
C 8.42 -1.04 -1.05  -0.0918
O 7.55 -0.17 -1.78  -0.4644
H 9.87 0.48 -0.57  0.2932
H 10.49 -1.18 -0.45  0.3605
H 10.24 -0.43 -2.04  0.3400
H 8.01 -1.11 -0.05  0.2506
H 8.39 -2.04 -1.51  0.2709
H 7.88 -0.10 -2.68  0.2398
C 6.57 -7.27 -3.63  -1.1547
C 5.98 -6.17 -4.49  0.1983
O 6.73 -5.97 -5.69  -0.5139
H 7.60 -7.04 -3.37  0.3094
H 5.99 -7.40 -2.71  0.3277
H 6.57 -8.22 -4.17  0.3371
H 6.00 -5.22 -3.96  0.0121
H 4.94 -6.40 -4.75  0.2227
H 6.72 -6.79 -6.18  0.2855